{"formula": "C34H84ClFO7Si", "method": "wB97M-V/def2-TZVPD", "symbols": ["C", "C", "Cl", "C", "Si", "C", "C", "C", "F", "H", "H", "H", "H", "H", "H", "H", "H", "H", "H", "H", "H", "H", "H", "C", "C", "O", "C", "C", "H", "H", "H", "H", "H", "H", "H", "H", "H", "H", "C", "C", "O", "C", "C", "H", "H", "H", "H", "H", "H", "H", "H", "H", "H", "C", "C", "O", "C", "C", "H", "H", "H", "H", "H", "H", "H", "H", "H", "H", "C", "C", "O", "C", "C", "H", "H", "H", "H", "H", "H", "H", "H", "H", "H", "C", "C", "O", "C", "C", "H", "H", "H", "H", "H", "H", "H", "H", "H", "H", "C", "C", "O", "C", "C", "H", "H", "H", "H", "H", "H", "H", "H", "H", "H", "C", "C", "O", "C", "C", "H", "H", "H", "H", "H", "H", "H", "H", "H", "H"], "coordinates": [[-3.79135, 4.38738, 0.95265], [-4.61659, 3.84579, -0.20328], [-3.95667, 4.50217, -1.75397], [-4.66030, 2.32348, -0.27482], [-5.79887, 1.61436, 1.06727], [-7.58619, 1.90609, 0.51289], [-8.47471, 2.63918, 1.54256], [-8.88743, 4.02269, 1.10462], [-7.81984, 4.89664, 1.27047], [-2.90926, 3.76485, 1.10538], [-3.48083, 5.40705, 0.74766], [-4.37154, 4.36815, 1.87423], [-5.63940, 4.21930, -0.15293], [-3.65362, 1.91215, -0.23666], [-5.13914, 2.04377, -1.21419], [-5.59522, 2.28329, 2.36948], [-5.52838, 0.16370, 1.18245], [-8.00554, 0.92502, 0.28829], [-7.57406, 2.47173, -0.42061], [-9.37349, 2.06454, 1.76316], [-7.94735, 2.76124, 2.49004], [-9.72572, 4.39377, 1.69255], [-9.16450, 4.05037, 0.05113], [0.71354, 1.50542, 2.74182], [-0.75529, 1.86262, 2.60674], [-1.58034, 1.23409, 3.57249], [-1.28696, 1.54044, 4.92510], [-1.44167, 3.01216, 5.26866], [0.83727, 0.42295, 2.76362], [1.28560, 1.89787, 1.90067], [1.14608, 1.91330, 3.65753], [-1.13258, 1.51420, 1.64397], [-0.89040, 2.95132, 2.62806], [-0.28635, 1.18590, 5.19632], [-1.99604, 0.95050, 5.50572], [-0.68817, 3.62999, 4.77745], [-1.33425, 3.15476, 6.34424], [-2.42580, 3.37338, 4.96565], [4.47556, 1.80402, -0.87570], [4.53438, 0.65262, 0.11157], [3.28446, 0.01625, 0.31003], [2.70569, -0.56762, -0.84522], [3.54586, -1.66962, -1.46670], [3.69119, 2.50789, -0.59304], [5.42761, 2.33652, -0.89662], [4.26240, 1.46737, -1.88945], [4.82580, 1.01798, 1.09728], [5.29312, -0.07742, -0.19416], [2.47032, 0.20319, -1.58936], [1.75577, -0.98026, -0.50166], [4.46592, -1.28216, -1.90771], [2.98534, -2.16433, -2.26072], [3.81582, -2.41963, -0.72286], [4.27325, -7.28711, -1.76094], [4.50867, -6.16926, -0.76158], [3.61602, -5.07972, -0.91250], [2.24175, -5.38960, -0.77377], [1.86519, -5.94342, 0.58984], [4.26860, -6.89529, -2.77945], [5.06027, -8.03849, -1.68108], [3.32055, -7.79335, -1.59531], [5.50230, -5.74228, -0.89941], [4.46841, -6.56058, 0.26188], [1.92108, -6.07724, -1.56528], [1.72465, -4.44363, -0.94188], [2.28692, -6.93519, 0.75927], [0.78061, -6.02982, 0.66942], [2.21909, -5.28109, 1.38122], [0.34166, 2.61400, -3.92551], [1.54151, 3.23451, -3.23189], [2.78557, 2.65937, -3.59826], [3.12850, 2.77674, -4.96549], [3.24451, 4.21452, -5.44510], [0.34094, 1.53033, -3.79413], [-0.57800, 3.01996, -3.50304], [0.33311, 2.82571, -4.99607], [1.46213, 3.07549, -2.15494], [1.55330, 4.31617, -3.39590], [2.41917, 2.22137, -5.59050], [4.09340, 2.27691, -5.05945], [2.28033, 4.72563, -5.44641], [3.63536, 4.23731, -6.46321], [3.92139, 4.77600, -4.79977], [-1.30155, -9.15272, -1.27800], [-0.18542, -8.34335, -1.91591], [1.08080, -8.97631, -1.87340], [1.17658, -10.21510, -2.55267], [0.90452, -10.12204, -4.04439], [-1.02472, -9.45124, -0.26617], [-2.21158, -8.55433, -1.22747], [-1.53139, -10.05477, -1.84684], [-0.05055, -7.40980, -1.36863], [-0.44726, -8.07432, -2.94566], [0.52124, -10.96065, -2.08816], [2.20191, -10.54625, -2.38655], [-0.13773, -9.88083, -4.25813], [1.12606, -11.07652, -4.52249], [1.53041, -9.35246, -4.49793], [1.58471, -2.63739, 8.47688], [0.59055, -1.82085, 7.66824], [1.07718, -0.55346, 7.26826], [2.21989, -0.57098, 6.43073], [2.00634, -1.28932, 5.10974], [1.95799, -2.05590, 9.32074], [1.10153, -3.53650, 8.86049], [2.44010, -2.95302, 7.87790], [-0.28817, -1.60465, 8.27617], [0.24431, -2.39224, 6.79925], [3.08293, -0.98966, 6.96130], [2.44337, 0.48015, 6.24457], [1.87367, -2.36456, 5.23962], [2.86769, -1.13912, 4.45821], [1.11991, -0.89876, 4.60866], [-0.57908, 8.14890, -5.15791], [-0.86819, 6.76197, -4.60925], [0.10669, 6.29104, -3.69706], [0.26951, 7.05245, -2.51359], [-0.98774, 7.12990, -1.66604], [0.42826, 8.19179, -5.57424], [-1.29213, 8.39233, -5.94607], [-0.66133, 8.91896, -4.38953], [-0.86463, 6.03592, -5.42288], [-1.86588, 6.72866, -4.15682], [0.64257, 8.05664, -2.74645], [1.05818, 6.54192, -1.95943], [-1.77201, 7.71313, -2.15108], [-0.76875, 7.60438, -0.70872], [-1.38289, 6.13065, -1.48213]], "forces_ev_per_a": [[-0.041, -0.169, -0.050], [-0.128, -0.307, 0.137], [0.073, 0.050, -0.197], [-0.306, 0.329, 0.420], [0.084, 0.068, -0.425], [0.097, -0.002, 0.395], [0.094, -0.062, -0.086], [-0.252, -0.241, -0.001], [0.260, 0.221, -0.040], [0.112, 0.068, -0.045], [0.000, 0.097, 0.098], [-0.043, 0.009, 0.024], [0.058, 0.232, -0.064], [0.070, -0.077, -0.080], [0.152, -0.177, -0.122], [0.060, -0.057, 0.073], [-0.010, -0.005, 0.098], [-0.073, 0.012, -0.119], [0.020, -0.049, -0.109], [-0.093, -0.035, -0.054], [-0.077, -0.024, 0.132], [0.033, 0.123, 0.126], [-0.038, -0.015, -0.099], [0.023, 0.026, 0.067], [0.065, -0.005, -0.029], [-0.106, -0.003, -0.072], [0.016, 0.000, 0.080], [0.019, 0.028, -0.077], [0.030, -0.001, -0.073], [-0.014, -0.023, -0.030], [0.018, 0.020, -0.022], [-0.019, -0.016, 0.007], [0.004, -0.004, 0.036], [-0.009, 0.016, 0.006], [-0.009, -0.018, -0.013], [0.015, -0.007, 0.019], [-0.002, -0.014, 0.015], [-0.014, -0.007, 0.017], [-0.020, -0.055, -0.054], [0.071, 0.064, -0.006], [-0.044, -0.012, 0.120], [-0.079, -0.025, -0.092], [0.090, 0.050, 0.059], [0.012, 0.026, 0.011], [0.015, -0.007, 0.037], [0.009, 0.040, -0.007], [-0.035, -0.017, 0.020], [-0.011, 0.000, -0.022], [0.034, 0.000, -0.002], [-0.001, 0.008, 0.031], [-0.024, 0.014, -0.032], [-0.018, -0.008, -0.003], [-0.033, -0.038, -0.022], [-0.122, -0.094, -0.040], [0.031, -0.089, 0.001], [0.039, 0.076, 0.026], [-0.097, 0.023, -0.034], [0.092, -0.046, 0.019], [0.053, 0.018, -0.005], [0.049, 0.036, 0.012], [0.018, -0.004, 0.014], [-0.015, 0.037, -0.012], [-0.019, -0.005, 0.000], [0.021, -0.017, 0.021], [0.020, 0.018, -0.002], [-0.027, -0.015, -0.024], [-0.015, 0.018, 0.001], [-0.024, 0.020, 0.000], [0.047, -0.036, -0.063], [-0.092, 0.141, 0.097], [0.038, -0.126, 0.019], [0.032, 0.040, -0.070], [-0.068, 0.029, 0.020], [-0.016, -0.003, 0.019], [0.001, 0.016, 0.018], [-0.015, 0.029, 0.006], [0.046, -0.042, 0.007], [-0.036, -0.037, -0.028], [-0.014, 0.021, -0.002], [0.004, -0.009, 0.024], [0.001, -0.008, -0.005], [0.016, -0.015, -0.006], [0.022, -0.004, -0.006], [0.040, -0.075, -0.022], [-0.085, 0.045, 0.009], [0.060, 0.079, 0.072], [0.036, -0.078, -0.051], [-0.058, 0.066, 0.008], [-0.005, 0.021, 0.015], [-0.001, 0.019, 0.003], [-0.018, 0.016, -0.012], [0.016, -0.012, -0.002], [-0.005, -0.021, -0.002], [-0.019, 0.013, -0.014], [0.010, 0.017, 0.019], [-0.002, -0.026, 0.002], [0.015, -0.013, 0.005], [0.022, -0.012, -0.003], [0.066, 0.035, -0.038], [-0.053, -0.068, 0.023], [-0.021, 0.063, 0.026], [0.069, 0.034, -0.070], [-0.076, -0.062, 0.033], [-0.017, -0.003, 0.018], [-0.018, -0.002, 0.006], [-0.016, -0.019, -0.007], [-0.002, 0.024, -0.001], [0.023, -0.006, -0.003], [-0.017, -0.023, 0.006], [-0.009, 0.012, 0.009], [0.036, 0.001, 0.015], [0.001, 0.024, -0.012], [0.009, -0.001, -0.014], [0.041, 0.022, 0.071], [-0.079, 0.018, -0.056], [0.097, -0.071, -0.067], [-0.004, 0.029, 0.103], [-0.062, 0.005, -0.059], [-0.003, -0.009, -0.023], [-0.007, -0.010, -0.012], [-0.025, -0.002, -0.005], [0.015, -0.021, 0.009], [0.008, 0.015, 0.006], [-0.024, -0.001, -0.023], [0.011, -0.018, -0.017], [0.007, 0.025, 0.024], [0.030, -0.005, 0.005], [0.002, -0.015, 0.039]], "lowdin_charge": [-0.133, -0.800, 0.579, -0.362, 0.692, -0.310, -0.250, -0.225, -0.061, 0.069, 0.063, 0.067, 0.072, 0.069, 0.064, -0.019, -0.039, 0.063, 0.069, 0.108, 0.086, 0.113, 0.116, -0.070, -0.285, -0.163, -0.276, -0.075, 0.071, 0.075, 0.071, 0.113, 0.102, 0.094, 0.120, 0.067, 0.077, 0.078, -0.077, -0.280, -0.171, -0.274, -0.076, 0.078, 0.078, 0.055, 0.115, 0.107, 0.102, 0.115, 0.069, 0.078, 0.073, -0.074, -0.274, -0.173, -0.278, -0.075, 0.084, 0.077, 0.049, 0.118, 0.109, 0.098, 0.115, 0.070, 0.072, 0.081, -0.068, -0.272, -0.183, -0.277, -0.073, 0.078, 0.074, 0.068, 0.115, 0.088, 0.108, 0.117, 0.062, 0.075, 0.083, -0.074, -0.279, -0.181, -0.277, -0.077, 0.083, 0.078, 0.067, 0.101, 0.112, 0.108, 0.118, 0.067, 0.077, 0.082, -0.081, -0.284, -0.168, -0.279, -0.074, 0.081, 0.076, 0.066, 0.117, 0.109, 0.108, 0.116, 0.069, 0.082, 0.061, -0.077, -0.277, -0.187, -0.274, -0.080, 0.081, 0.076, 0.067, 0.118, 0.107, 0.109, 0.116, 0.069, 0.078, 0.051], "multiplicity": 1, "homo_ev": -9.23, "smiles": "C[C@@H](Cl)C[SiH2]CCCF.CCOCC.CCOCC.CCOCC.CCOCC.CCOCC.CCOCC.CCOCC", "total_charge": 0, "lumo_energy_ev": 0.7466}